A 6-piece molecular cluster, C28H72N4O10 overall in a non-equilibrium geometry, computed with ωB97M-V with the def2-TZVPD basis set.

```
114
Properties=species:S:1:pos:R:3:forces:R:3
C -2.3857 3.8526 -2.0897 0.1666 0.1717 -0.5759
O -3.0242 2.6685 -2.5235 0.2811 0.2693 -0.1979
C -3.0686 1.7030 -1.4989 -1.4264 -0.8515 0.3321
C -3.3667 0.2884 -2.1069 -0.2169 1.5829 0.0002
N -4.6249 0.3600 -2.8669 1.0592 1.0887 2.0477
C -4.9944 -0.8536 -3.4686 -0.0407 -0.8342 -2.0840
C -4.1124 -1.2355 -4.6877 0.8375 -0.1410 0.7097
O -3.9414 -0.2283 -5.7127 -0.4586 -0.9371 0.8097
C -3.3266 -0.9171 -6.7901 1.2258 1.4643 0.4414
H -1.3685 3.6036 -1.8083 0.3148 0.1482 0.2955
H -2.8746 4.3913 -1.2742 -0.2529 -0.3802 0.2445
H -2.3422 4.5611 -2.9183 -0.0636 -0.2300 -0.1513
H -3.9762 1.9649 -0.8778 0.8804 -0.3523 -0.0916
H -2.1603 1.7246 -0.8655 -0.2862 -0.1529 -0.4841
H -3.4901 -0.4140 -1.2963 -0.0353 -0.2309 0.3728
H -2.5460 -0.0615 -2.7285 0.3114 0.1498 0.0068
H -4.5786 1.1879 -3.4492 -0.2744 -0.4089 -0.4191
H -5.9518 -0.7085 -3.9240 -1.1471 -0.0864 0.1447
H -5.0329 -1.7193 -2.7396 0.1868 1.0032 -0.7934
H -4.4441 -2.1177 -5.2286 -0.4391 -0.4511 0.4400
H -3.1318 -1.4795 -4.2434 0.0832 -0.0290 -0.4857
H -3.0228 -0.1487 -7.5120 -0.1010 -0.3528 0.0264
H -3.9355 -1.6672 -7.2445 -0.8130 -0.4471 -0.3609
H -2.4334 -1.4284 -6.4017 0.0864 0.0519 -0.2901
C 2.7957 -0.5473 -1.8615 1.4047 -0.1921 0.1452
O 3.3742 -0.0136 -0.6610 -0.5987 0.7028 -1.0918
C 2.7326 -0.5455 0.4456 0.6529 -0.7725 1.9050
C 3.2030 -1.9763 0.7165 1.0952 -0.8968 0.0284
N 4.6871 -2.1973 0.7576 -1.4008 0.6084 1.4149
C 5.3502 -1.2914 1.6811 -0.0609 1.2451 0.5233
C 6.8219 -1.6203 1.7533 -0.4403 -0.8949 0.4185
O 7.4491 -1.4979 0.5001 0.5763 -0.1700 -0.2954
C 8.7571 -2.0560 0.6051 -0.0037 -0.4867 0.9977
H 1.6924 -0.5850 -1.7863 0.4993 0.1249 -0.2770
H 3.2381 -1.5580 -1.9650 -0.6672 0.1526 -0.3263
H 3.1989 0.0458 -2.7108 -0.6480 -0.1937 0.5531
H 1.6523 -0.5613 0.3647 -0.4348 0.2205 -0.2006
H 2.9954 0.0484 1.3377 -0.0877 0.1508 -0.4617
H 2.7888 -2.6395 -0.0393 0.1021 -0.1469 -0.2306
H 2.8355 -2.3974 1.6632 -0.1937 0.5350 -0.0414
H 5.1404 -2.0896 -0.1085 0.2318 0.1516 -1.4801
H 4.9414 -1.4700 2.7036 0.1670 0.2036 -0.5694
H 5.2426 -0.1700 1.4689 -0.0884 -1.3015 0.0113
H 6.8352 -2.6771 2.0918 0.3571 0.2007 -0.1928
H 7.3525 -1.0351 2.5113 -0.0764 0.2290 0.0124
H 9.3037 -2.1046 -0.3633 -0.7080 0.2228 0.6637
H 8.6384 -3.0801 1.0592 0.3713 0.6058 -0.6926
H 9.3317 -1.4781 1.3735 -0.1031 -0.2379 -0.7373
C 2.6154 4.7960 6.5284 -0.9597 -1.7011 -0.0138
O 1.8488 5.3297 5.4992 -1.0075 0.6691 -0.6152
C 2.6079 6.2425 4.6941 0.3432 -1.7240 -0.0660
C 1.9236 6.5365 3.3835 -1.3984 -0.6222 0.3948
N 2.1101 5.4626 2.4343 -0.2470 -1.0852 0.2340
C 1.1486 4.2958 2.6450 1.8114 1.9436 -0.3040
C 1.4497 3.2801 1.5867 -2.3950 -0.6801 -0.0692
O 1.0134 3.9073 0.3475 0.2962 -1.0389 1.2437
C 1.3432 3.0298 -0.6847 0.3013 0.0289 -0.6402
H 3.2514 3.9936 6.1389 0.2631 -0.0383 -0.0214
H 1.9231 4.2990 7.2609 0.6933 0.8200 -0.4331
H 3.2417 5.5500 6.9308 0.5912 0.6965 1.0193
H 3.5346 5.6545 4.4755 -0.1166 1.1063 -0.0186
H 2.7609 7.1522 5.2533 0.4042 0.3897 0.3225
H 2.3064 7.4521 2.9883 0.4845 0.5979 -0.3471
H 0.8312 6.7347 3.5846 0.6509 -0.1075 -0.0009
H 2.0183 5.7909 1.4765 -0.1803 -0.1598 0.2509
H 0.1726 4.7463 2.5103 -0.7048 -0.5258 -0.0734
H 1.2283 3.9369 3.6687 0.2029 -0.0735 -0.1036
H 0.8429 2.3340 1.8087 0.2992 1.0705 -0.5413
H 2.4551 2.8851 1.5148 0.6130 0.5840 0.0384
H 0.9386 2.0304 -0.5525 0.1432 -0.3907 0.3743
H 2.4168 3.0411 -0.8266 0.4497 -0.5472 0.0454
H 0.9378 3.3633 -1.6111 -0.5366 0.6680 -0.7056
C -0.3919 -0.8540 -3.8199 2.6293 -1.0835 -0.8167
O -0.6801 -1.8607 -2.8721 -0.1762 0.7394 0.5051
C -0.7505 -3.1697 -3.3213 0.3066 -1.0726 -1.3351
C -1.3753 -4.0299 -2.2746 -0.0198 -0.3433 1.1499
N -2.7383 -3.5787 -1.9895 0.8674 -0.2947 -0.3116
C -3.3237 -4.2142 -0.8336 0.5704 0.4948 0.4600
C -4.6897 -3.6650 -0.6174 -1.1133 0.8586 0.3293
O -4.6249 -2.2836 -0.1547 -0.2458 -1.2168 -0.1895
C -5.9460 -1.8078 0.0612 -0.1730 0.9034 -0.3542
H -1.0710 -0.8114 -4.6568 -0.3086 -0.3703 -0.3565
H 0.7171 -0.9442 -4.2095 -2.0003 -0.0036 0.5503
H -0.4620 0.0652 -3.3156 -0.0360 1.2048 0.7672
H 0.2403 -3.5296 -3.6736 -0.3328 0.0297 0.3985
H -1.4315 -3.2803 -4.1439 -0.3462 0.4508 -1.0463
H -0.6861 -3.9785 -1.4140 -0.3181 -0.1643 0.3882
H -1.4782 -5.0877 -2.5502 0.5002 0.2367 -0.2946
H -2.6984 -2.5929 -1.8552 -0.1726 0.9649 0.1776
H -2.7322 -4.0971 0.1041 -0.1161 0.0789 -0.3466
H -3.3432 -5.2694 -1.0348 -0.3319 -0.6659 -0.0221
H -5.2907 -4.2204 0.1027 0.2937 -0.2691 0.3913
H -5.2921 -3.7239 -1.5335 0.2590 0.2073 -0.2188
H -5.8971 -0.8801 0.7024 -0.0492 -1.0158 -0.8034
H -6.5763 -2.5712 0.5376 0.1938 0.1422 0.2179
H -6.4291 -1.5860 -0.9257 0.2977 0.1230 0.7336
C -1.9615 0.1903 1.5151 -0.3861 1.2919 0.6436
C -1.4901 -1.0240 0.7373 0.6165 0.2662 -0.1622
O -0.7105 -0.5573 -0.3644 0.2101 -0.1048 -0.1584
H -1.1329 0.9022 1.7226 0.1775 -0.9203 0.0533
H -2.3720 -0.1116 2.5065 0.0831 0.2429 -0.7334
H -2.6300 0.9390 1.0316 -0.2141 -1.2462 0.0215
H -2.2525 -1.7210 0.3516 -0.1662 0.4881 0.5021
H -0.8400 -1.5645 1.4405 -0.0785 -0.2196 -0.2380
H -0.5156 -1.2940 -0.9705 -0.2546 0.3120 0.0990
C -0.8106 -2.7796 3.8288 1.0493 0.0954 0.0368
C 0.0772 -1.6300 4.2668 1.5403 -0.4689 0.4489
O 1.4375 -2.1845 4.4104 -0.9791 -0.0489 -0.3402
H -0.8679 -3.5068 4.6593 -0.4851 0.3779 -0.4984
H -0.2802 -3.2679 3.0075 -0.0995 -0.1296 -0.0104
H -1.7431 -2.4032 3.4188 -0.3615 -0.2392 0.3996
H -0.2026 -1.2453 5.2481 -0.3041 0.1810 -0.1086
H 0.1498 -0.8133 3.5436 -0.3561 -0.0296 -0.0236
H 1.9508 -1.6313 4.9986 0.0046 0.2316 0.1106
```
Positions in Å, forces in eV/Å.

Output
F_max = 0.0575 Eh/bohr
HOMO-LUMO gap = 0.3220 Eh
calculated total energy = -56631.8266 eV
SMILES = COCCNCCOC.COCCNCCOC.COCCNCCOC.COCCNCCOC.CCO.CCO
relative energy (zero: lowest compared OMol25 entry of this formula, charge and spin) = 322.4 kJ/mol
LUMO energy = 0.0200 hartree